No. 1
{"formula": "C24H62MnN3O15S4", "method": "ωB97M-V/def2-TZVPD", "orbital_gap_ev": [5.4515, 5.4555], "de_lowest_ev": 3.890, "s2": 8.753, "total_charge": 1, "spin_multiplicity": 6, "symbols": ["H", "H", "H", "S", "H", "H", "S", "H", "O", "H", "H", "H", "O", "C", "C", "C", "C", "H", "C", "H", "H", "C", "C", "O", "H", "H", "C", "H", "H", "C", "O", "C", "N", "H", "O", "O", "C", "H", "H", "H", "H", "N", "H", "C", "H", "C", "O", "H", "O", "H", "H", "C", "H", "H", "H", "H", "H", "S", "H", "H", "H", "O", "Mn", "H", "C", "H", "H", "C", "H", "H", "C", "H", "H", "H", "H", "C", "O", "H", "H", "C", "H", "C", "H", "H", "O", "H", "C", "O", "H", "H", "H", "H", "O", "O", "H", "H", "N", "H", "H", "H", "S", "C", "H", "H", "H", "O", "C", "H", "C"], "coordinates": [[-0.461, -3.734, -1.694], [-2.816, -7.224, 0.655], [1.103, 0.045, 3.467], [-2.628, 3.524, 0.177], [-5.262, 4.591, -3.246], [-3.481, 4.477, 5.963], [-0.847, 1.002, 4.119], [-2.260, -8.525, -0.291], [-0.706, -0.337, 0.198], [8.072, 2.803, -1.818], [-0.903, 2.391, -6.628], [-2.311, -7.032, -2.366], [-2.269, 2.098, 0.264], [-2.671, 0.413, -5.832], [0.703, -3.084, 2.987], [-2.672, -0.940, -6.502], [3.741, -2.818, 2.205], [-1.285, 1.053, -1.870], [2.723, -1.727, 5.820], [-3.886, -7.833, -0.533], [-0.832, 4.339, 1.259], [3.860, 2.863, 0.831], [-0.627, -3.077, 3.737], [-3.541, -3.534, 0.162], [5.814, 1.125, -0.718], [3.012, -2.227, 6.743], [-4.762, 3.633, -3.140], [7.792, 1.215, -2.502], [-2.936, -1.675, -5.743], [-2.833, -7.600, -0.373], [6.139, 1.826, 1.569], [0.113, 0.601, -7.334], [1.685, -2.138, 3.608], [3.165, -0.895, 3.127], [-3.117, 3.829, -1.326], [-1.063, 2.478, 4.715], [-4.295, 3.138, -1.781], [-0.539, -3.847, 4.518], [3.598, 1.809, 0.794], [-0.602, 2.202, -3.953], [-3.985, 2.113, -2.016], [0.517, 0.056, 0.278], [0.383, 1.947, -5.708], [-2.504, 4.209, 5.573], [-0.495, 3.861, -0.383], [2.699, -1.743, 2.605], [6.042, 3.201, -0.540], [1.893, -1.036, 5.995], [1.387, -0.656, -0.209], [-1.392, 5.513, 0.105], [-2.004, -3.129, -2.295], [2.194, -2.744, 4.815], [0.894, 1.146, -7.866], [3.509, 3.226, 1.801], [-3.281, 0.436, -4.927], [-1.898, -0.270, -2.852], [0.535, -2.703, 1.971], [-2.348, -4.283, -0.241], [-5.092, 3.019, -1.047], [5.599, 1.937, -2.251], [3.976, -3.564, 2.956], [-3.593, 4.070, 1.077], [-2.522, 0.237, 1.150], [-2.895, 2.923, 3.887], [-2.206, -6.637, -1.356], [-2.998, 1.265, -6.442], [3.500, -3.232, 1.229], [-1.177, 4.458, 0.227], [3.565, -1.174, 5.407], [-2.991, 2.134, 5.506], [-1.423, 1.484, -4.017], [-1.739, 4.332, 6.337], [2.294, -1.256, 1.718], [3.023, -3.471, 4.678], [4.660, -2.235, 2.098], [6.147, 1.976, -1.312], [-1.447, 1.073, 2.789], [-1.383, -3.543, 3.101], [8.133, 1.372, -0.730], [0.888, 1.003, 3.949], [1.096, 1.865, 3.322], [7.665, 1.819, -1.603], [-1.128, -6.601, -1.185], [-0.594, 0.189, -8.052], [0.762, 1.158, 0.792], [-0.930, -2.215, 4.322], [-2.452, 2.845, 4.879], [-1.311, 0.042, 5.083], [-0.173, 0.161, -2.804], [-3.946, 3.540, -3.860], [0.623, -0.268, -6.908], [-1.187, -2.278, -0.945], [-1.467, -4.848, 0.745], [-2.839, -5.347, -1.348], [1.585, -3.530, 5.272], [-1.719, -1.225, -6.937], [-1.329, 0.770, -5.277], [-2.400, 1.931, -3.779], [1.261, 1.017, 4.970], [1.162, -4.058, 2.786], [5.620, 3.044, 1.016], [-0.456, 1.466, -6.220], [-5.429, 2.851, -3.517], [-3.382, -0.952, -7.331], [3.509, 3.527, 0.051], [5.872, 4.316, 1.645], [-1.188, 0.566, -2.847], [-2.215, 4.933, 4.806], [-1.387, -3.242, -1.406]], "forces_ev_per_a": [[0.00, -0.15, 0.27], [0.21, 0.34, -0.16], [0.24, -0.05, 0.11], [-1.51, 1.23, -1.25], [0.14, 0.12, 0.41], [-0.09, -0.24, -0.04], [0.21, 0.99, 2.29], [-0.04, -0.05, -0.44], [-1.80, -0.64, 0.47], [0.11, 0.03, 0.11], [-0.63, -0.30, -0.31], [-0.24, 0.32, -0.11], [-0.77, 0.25, 0.05], [1.52, 1.04, 0.96], [0.17, 2.05, -0.59], [-0.49, -0.09, -0.22], [0.23, 1.58, -0.29], [-0.27, 0.31, -0.21], [-0.96, -0.08, -0.35], [0.09, 0.01, -0.54], [-0.05, -0.10, 0.01], [0.28, 0.16, 1.34], [0.47, -2.55, 0.64], [1.57, -0.80, -0.34], [-0.11, 0.08, 0.09], [0.06, 0.17, 0.06], [0.14, -0.58, -0.42], [0.18, -0.22, 0.20], [-0.05, -0.26, -0.28], [-0.18, -0.04, 1.17], [0.09, 0.32, -0.20], [0.51, -0.42, 0.17], [-1.61, -1.40, -1.44], [0.69, -0.21, -0.23], [0.67, -0.04, 1.45], [0.19, -0.96, -0.35], [-0.35, -1.45, -1.24], [-0.07, 0.08, 0.10], [-0.08, 0.05, -0.61], [-0.48, 0.46, -0.21], [0.21, -0.04, 0.31], [1.62, 0.86, -0.28], [0.15, -0.69, 0.43], [1.01, 0.34, -1.10], [0.30, 0.93, -0.38], [0.82, 0.08, 1.84], [-0.59, -0.17, 0.64], [0.24, 0.14, 0.42], [-0.95, 0.33, 0.30], [0.13, -0.06, -0.75], [-0.12, 0.06, 0.10], [2.16, -1.02, 0.79], [-0.21, 0.14, -0.15], [-0.20, 0.05, -0.13], [-0.51, -0.37, -0.32], [0.12, -0.03, -0.05], [-0.06, 0.13, 0.04], [-0.26, 1.50, -1.41], [0.13, 0.78, 0.29], [-0.42, 0.96, 0.18], [-0.37, -0.17, -0.04], [0.07, -0.86, 0.26], [2.63, 0.52, -0.09], [-0.15, -0.14, 0.03], [0.11, -1.35, -0.07], [-0.17, -0.26, -0.35], [0.00, -0.38, 0.13], [0.53, -1.15, 0.84], [0.07, -0.01, 0.09], [0.26, -0.42, -0.24], [0.59, -0.30, 0.80], [-0.19, -0.42, 0.26], [-0.54, -0.48, 0.11], [0.30, 0.53, -0.79], [0.15, -0.32, -0.30], [1.96, -0.74, 0.18], [-1.15, -0.92, -0.83], [-0.30, 0.60, -0.07], [0.30, 0.04, -0.11], [-0.81, -0.12, -0.15], [0.41, -0.04, 0.11], [-1.21, -0.08, -0.22], [-0.04, 0.52, 0.19], [-0.19, 0.39, -0.02], [-0.41, -0.62, -0.12], [0.12, 0.52, -0.72], [-0.71, 0.84, 0.91], [0.01, 0.41, -1.22], [-0.10, -0.17, -0.40], [0.19, 0.48, 0.20], [-0.07, 0.03, 0.17], [0.13, -0.06, 0.07], [-0.63, -0.01, -0.41], [0.20, 0.29, 1.12], [-1.22, 0.97, -0.01], [0.13, 0.18, 0.22], [-0.10, 0.32, -0.32], [0.12, 0.52, -0.76], [0.28, 0.18, -0.13], [-0.32, -0.31, 0.55], [-0.30, 0.74, -0.53], [0.09, 0.62, -0.43], [-0.35, 0.18, 0.24], [-0.22, -0.22, 0.21], [-0.10, -0.25, -0.20], [0.02, -1.03, -0.75], [0.24, -0.90, 1.04], [-0.25, 0.25, 0.16], [-0.62, -0.32, 0.56]]}

No. 2
{"formula": "C24H62N12O8", "method": "ωB97M-V/def2-TZVPD", "orbital_gap_ev": 8.7606, "smiles": "CC1(C)CCCC(C)(C)N1O.CC1(C)CCCC(C)(C)N1O.NC(N)=O.NC(N)=O.NC(N)=O.NC(N)=O.NC(N)=O.CO", "symbols": ["H", "H", "O", "H", "H", "C", "N", "H", "C", "O", "H", "H", "C", "H", "H", "H", "H", "O", "H", "H", "C", "H", "H", "H", "H", "C", "H", "N", "H", "H", "C", "H", "H", "O", "H", "C", "C", "C", "H", "H", "N", "H", "C", "H", "H", "H", "H", "H", "N", "H", "H", "C", "H", "H", "H", "N", "C", "C", "C", "H", "H", "C", "C", "O", "H", "H", "H", "H", "H", "C", "C", "H", "H", "N", "N", "H", "H", "H", "N", "C", "C", "C", "O", "O", "H", "H", "C", "O", "N", "H", "N", "H", "H", "H", "H", "C", "H", "C", "H", "H", "H", "H", "N", "N", "H", "H"], "coordinates": [[-1.393, -2.265, 1.260], [4.547, 1.780, 1.907], [-3.491, -2.552, -0.329], [-5.411, 2.411, 2.998], [0.176, 4.039, -0.896], [-0.725, 2.929, -5.328], [-1.797, -1.467, 0.869], [2.975, 0.357, -0.115], [5.781, -2.007, -2.224], [0.424, 1.505, -1.522], [-1.881, 1.382, -4.637], [0.307, -0.948, -2.820], [3.519, -2.090, -1.033], [-1.609, -4.022, 2.528], [-4.758, 2.222, -0.405], [6.706, -3.070, 0.247], [2.734, -0.048, 1.525], [6.781, -0.427, -0.157], [1.076, 1.438, 1.605], [-0.903, 4.828, -4.279], [1.462, 3.524, -3.062], [5.074, -3.230, 0.781], [0.193, 2.332, 2.841], [-4.162, -4.507, 0.320], [-2.047, -5.097, 1.122], [-1.371, -1.790, 4.728], [1.866, 4.471, -2.589], [-0.287, 1.865, -2.686], [0.361, -1.075, 5.232], [-0.567, 0.810, -5.838], [5.010, -0.960, 2.180], [4.646, 1.705, 0.128], [-4.326, -1.606, 2.893], [-0.867, 1.676, 1.122], [5.368, -1.219, -2.842], [-5.936, -0.393, 2.914], [4.721, -0.192, 0.926], [0.051, 1.000, -3.843], [-1.303, 3.095, -6.233], [1.839, -1.748, 0.174], [-4.637, -0.649, 2.792], [0.580, 3.223, 1.428], [1.532, 0.891, -4.362], [-3.276, -2.764, 4.842], [1.985, 2.740, -2.539], [-0.234, 1.609, -0.823], [-1.959, 3.559, -3.661], [5.382, -4.039, -0.681], [-2.716, -1.952, 5.152], [-1.395, -0.526, 0.985], [-0.515, -1.037, -4.329], [0.317, 2.211, 1.757], [0.304, 3.063, -5.665], [2.185, 0.801, -3.468], [1.728, 0.016, -5.005], [-6.665, -1.464, 3.401], [5.076, -1.980, -0.937], [-4.145, 2.874, 1.466], [2.906, -1.763, 0.293], [6.095, -1.092, 2.323], [5.639, -3.029, -2.645], [-0.540, 4.058, -1.740], [-3.678, -4.202, 2.160], [-0.894, -2.540, 3.911], [1.797, 1.767, -4.953], [3.073, -2.521, 1.133], [-1.378, -0.425, -2.986], [-1.660, 2.260, 1.296], [4.698, -0.339, 3.032], [5.001, 1.270, 1.074], [3.236, -0.372, 0.641], [3.195, -1.327, -1.704], [-3.887, 3.160, 3.418], [5.367, -0.635, -0.323], [-0.629, -0.946, 5.433], [6.851, -1.808, -2.036], [-1.512, 3.716, -1.405], [-5.358, -4.458, 1.387], [-4.437, -4.810, 1.255], [-0.040, 3.327, -2.966], [5.631, -3.175, -0.119], [-0.838, 1.481, -4.947], [-4.106, -3.497, 3.062], [-6.448, 0.687, 2.684], [-6.246, -2.327, 3.519], [3.355, -3.002, -1.548], [-0.368, -0.435, -3.451], [-3.040, 3.315, 1.107], [-2.355, -4.434, 1.945], [-3.939, -0.319, -1.208], [-3.194, -0.351, -0.549], [-2.662, 0.481, -0.439], [-4.209, -0.076, 2.132], [1.902, 3.479, -4.065], [6.053, 1.501, 0.941], [-2.826, -1.580, -0.084], [-7.666, -1.368, 3.496], [-0.949, 3.748, -4.126], [7.212, -1.095, 0.414], [-0.553, 5.148, -1.929], [4.639, -1.975, 2.354], [-0.823, -0.721, 6.366], [-4.587, 2.942, 2.758], [-5.010, 2.309, 0.571], [-5.941, 2.005, 0.948], [-3.204, -1.268, 5.756]], "forces_ev_per_a": [[0.54, -0.99, 0.61], [-0.11, -0.07, 0.39], [-0.19, -1.67, -0.51], [0.12, -0.23, 0.29], [-0.34, -0.59, -0.31], [1.54, -0.78, -1.10], [-1.42, 1.60, -1.94], [-0.34, -0.12, -0.59], [0.42, -0.45, -1.06], [0.37, -0.38, -0.15], [-0.08, -0.72, -0.14], [0.85, -0.29, 0.83], [2.52, 0.55, 0.16], [-0.96, -0.21, -0.21], [-0.12, 0.20, 0.47], [-1.17, -0.39, -1.13], [-0.63, 0.11, 0.83], [0.19, -0.07, -0.49], [0.18, 0.59, -0.18], [0.26, -0.04, -0.07], [1.59, 1.65, -0.37], [-0.56, -0.31, 0.95], [-0.26, -0.31, -0.02], [0.19, -0.34, 0.08], [-1.05, 1.99, 2.56], [-3.62, -2.39, 1.46], [-0.82, -0.75, -0.56], [-0.22, 0.63, -1.15], [-0.45, 0.25, 0.09], [-0.84, 0.86, 1.00], [1.77, -0.25, 1.66], [-0.45, 0.20, 0.33], [0.29, -0.02, -0.19], [-0.19, 0.63, 0.34], [0.10, -0.02, -0.57], [-1.19, -1.60, 1.01], [-1.27, -1.13, -0.77], [0.48, -1.34, 0.82], [-0.51, 0.43, 0.26], [-0.86, -0.40, -0.14], [0.21, -0.76, 0.66], [0.14, -0.40, -0.58], [0.00, 0.22, 0.94], [0.85, 0.91, -0.25], [-0.09, -0.23, 0.42], [-0.01, -0.12, 0.30], [0.54, 0.15, -0.82], [0.52, -1.09, -0.43], [0.34, 0.73, 0.37], [0.03, -0.93, 0.13], [0.22, -0.27, -0.70], [-0.75, -0.39, 0.42], [0.22, 0.39, -0.10], [-0.13, 0.12, -0.68], [-0.54, 0.14, 0.36], [-1.07, 2.32, -0.32], [0.02, 0.50, 2.33], [0.00, 0.12, -0.45], [-1.47, -1.90, 0.60], [-0.06, 0.25, -0.02], [0.22, 0.85, -0.20], [0.81, 1.44, 0.91], [2.86, 0.45, 0.30], [0.58, -0.46, -1.59], [0.22, -0.14, 0.17], [0.09, 1.06, -1.19], [0.64, 0.15, 0.05], [0.79, -0.19, -0.30], [-0.03, -0.23, -0.10], [0.57, 0.88, -1.82], [1.10, 1.07, 0.63], [-0.23, 0.74, -0.75], [0.45, 0.21, 0.74], [1.11, -0.22, 0.44], [2.24, 1.34, -0.60], [-0.46, -0.21, -0.38], [-0.20, 0.00, 0.03], [-1.03, -0.08, 0.04], [-1.65, -0.54, -1.94], [0.34, -0.58, 1.07], [0.51, 1.61, 0.95], [-0.48, -1.22, -1.70], [-0.47, 0.20, 1.04], [-0.71, 1.11, -0.41], [0.85, -1.87, 0.17], [-0.74, -1.25, 0.09], [-1.79, 0.86, -0.34], [-0.17, -0.37, 0.29], [1.96, -1.55, -1.52], [-0.29, -0.15, -0.30], [-0.25, 0.06, -0.39], [0.57, 0.33, 0.12], [1.23, 0.93, -1.08], [-0.43, 0.32, 0.05], [0.34, -0.13, 0.84], [1.10, 2.04, 2.26], [0.40, 0.05, -0.02], [-1.19, 0.45, 1.52], [-0.75, 0.03, -0.10], [-0.41, -0.41, -0.25], [-0.44, 0.37, -0.51], [-0.61, 0.29, 1.15], [-0.35, -0.08, -1.50], [-1.30, -0.18, 1.17], [1.45, 0.14, -0.90], [0.83, -0.75, -0.80]]}